--- 1 ---
18
Properties=species:S:1:pos:R:3:nbo_charge:R:1 method="wB97M-V/def2-TZVPD" charge=0 smiles="C[C@@H](CN)NC(=O)O" orbital_gap_ev=10.30
C 0.894 -1.023 1.013 -0.6308
C 0.286 -0.010 0.048 -0.0685
C 0.309 -0.566 -1.399 -0.2082
N 1.613 -0.370 -2.010 -0.8458
N -1.087 0.320 0.390 -0.6393
C -1.411 1.468 1.057 0.8846
O -0.983 2.575 0.882 -0.6337
O -2.378 1.209 1.974 -0.7013
H 1.888 -0.770 1.379 0.2286
H 0.987 -1.993 0.531 0.2074
H 0.288 -1.100 1.921 0.2145
H 0.882 0.870 -0.080 0.2274
H 0.042 -1.615 -1.349 0.1769
H -0.468 -0.069 -1.977 0.1804
H 1.861 -1.048 -2.720 0.3624
H 1.620 0.500 -2.534 0.3575
H -1.659 -0.462 0.617 0.3921
H -2.684 2.083 2.255 0.4959



--- 2 ---
18
Properties=species:S:1:pos:R:3:nbo_charge:R:1 method="wB97M-V/def2-TZVPD" charge=0 smiles="CC(N)=O.CC(N)=O" orbital_gap_ev=10.08
C -1.485 -0.348 3.066 -0.7019
C -0.703 -0.278 1.793 0.6631
N -0.217 -1.393 1.146 -0.8413
O -0.676 0.787 1.183 -0.6569
H -2.255 0.425 3.124 0.2466
H -0.729 -0.191 3.837 0.2318
H -1.891 -1.343 3.206 0.2111
H 0.143 -1.411 0.175 0.4471
H -0.436 -2.285 1.558 0.3698
C -0.023 0.699 -2.915 -0.7168
C 0.749 0.290 -1.679 0.7013
N 1.453 1.273 -1.127 -0.7918
O 0.879 -0.877 -1.317 -0.6678
H -1.003 0.257 -3.119 0.2478
H 0.455 0.233 -3.801 0.2440
H -0.078 1.780 -3.049 0.2145
H 2.090 1.262 -0.344 0.4067
H 1.490 2.259 -1.345 0.3927



Stability check: which of them is least stable? 1.



--- 1 ---
24
Properties=species:S:1:pos:R:3:nbo_charge:R:1 method="wB97M-V/def2-TZVPD" charge=0 smiles="[H]/N=C(/C(C)C)C(C)(C)O" orbital_gap_ev=9.20
H 0.719 2.171 1.546 0.3656
N 1.019 1.898 0.625 -0.6771
C 0.476 0.862 0.293 0.3961
C 0.662 0.075 -1.010 -0.3209
C 0.596 1.046 -2.171 -0.6059
C 2.172 -0.412 -0.909 -0.5900
C -0.943 0.139 1.291 0.2230
C -0.247 -1.203 1.797 -0.6602
C -2.165 -0.133 0.437 -0.6628
O -1.087 1.050 2.323 -0.7262
H -0.145 -0.649 -0.748 0.2231
H 1.204 1.993 -1.977 0.2335
H -0.382 1.316 -2.397 0.2120
H 0.971 0.470 -2.994 0.2030
H 2.521 -0.901 0.078 0.2186
H 2.654 0.461 -1.049 0.2077
H 2.146 -1.042 -1.862 0.2047
H 0.695 -1.036 2.305 0.2268
H -0.965 -1.787 2.354 0.1987
H -0.164 -1.875 0.916 0.2102
H -1.936 -0.887 -0.274 0.2134
H -2.997 -0.511 0.928 0.2130
H -2.590 0.811 -0.091 0.2243
H -1.630 0.560 3.013 0.4696



--- 2 ---
24
Properties=species:S:1:pos:R:3:nbo_charge:R:1 method="wB97M-V/def2-TZVPD" charge=0 orbital_gap_ev="6.28 / 7.69"
C -0.541 1.761 0.301 -0.0324
C 0.875 0.355 1.468 -0.3687
C -1.249 -1.410 -1.296 -0.6669
C 0.976 -0.202 -1.579 -0.6753
C 1.107 -1.090 1.872 -0.6310
C -0.554 0.312 0.453 0.1417
C -0.304 -0.347 -0.812 0.0006
N -0.582 2.387 -0.894 -0.7931
O -1.655 -0.115 1.208 -0.6991
H -1.599 -1.075 1.276 0.4625
H -0.342 2.418 1.143 0.1744
H -0.588 3.395 -0.919 0.3913
H -1.070 1.855 -1.620 0.3836
H 0.726 0.975 2.352 0.2056
H 1.704 0.744 0.882 0.2027
H -0.850 -2.428 -1.139 0.2051
H -2.233 -1.357 -0.830 0.2219
H 1.199 0.822 -1.888 0.2232
H 1.870 -0.538 -1.035 0.2119
H 0.994 -0.784 -2.505 0.2155
H -1.400 -1.315 -2.376 0.2119
H 0.297 -1.459 2.503 0.2010
H 2.035 -1.172 2.442 0.2107
H 1.185 -1.730 0.993 0.2029



Stability check: which of them is least stable? 2.



--- 1 ---
24
Properties=species:S:1:pos:R:3:nbo_charge:R:1 method="wB97M-V/def2-TZVPD" charge=0 smiles="C=C[C@](N)(O)[C@@H](C)CC" orbital_gap_ev=9.26
C -3.002 0.931 0.485 -0.4430
C -2.005 0.125 0.856 -0.2505
C -0.249 0.519 0.489 0.4424
N 0.427 0.560 1.726 -0.8652
O -0.220 1.725 -0.166 -0.7043
C -0.001 -0.652 -0.367 -0.2150
C -0.775 -0.780 -1.673 -0.6197
C 1.717 -0.449 -0.908 -0.3939
C 2.766 -0.790 0.127 -0.6157
H -4.023 0.801 0.842 0.1975
H -2.838 1.777 -0.180 0.1963
H -2.216 -0.699 1.540 0.1835
H -0.081 0.340 2.574 0.3824
H 0.793 1.481 1.947 0.3643
H -0.351 2.430 0.483 0.4756
H -0.011 -1.580 0.204 0.2191
H -0.821 0.176 -2.200 0.2215
H -0.301 -1.524 -2.320 0.2118
H -1.793 -1.132 -1.491 0.2148
H 1.844 -1.128 -1.758 0.1881
H 1.940 0.529 -1.342 0.2028
H 2.538 -1.745 0.610 0.1991
H 3.749 -0.913 -0.345 0.1997
H 2.912 0.000 0.870 0.2083



--- 2 ---
24
Properties=species:S:1:pos:R:3:nbo_charge:R:1 method="wB97M-V/def2-TZVPD" charge=0 orbital_gap_ev=8.60
C -1.488 -0.459 -0.656 -0.3449
C -0.134 1.301 0.684 -0.1250
C 0.611 -0.050 2.635 -0.4227
C 2.288 1.007 -0.600 -0.7152
C -0.506 -1.508 -1.139 -0.6197
C -2.450 0.031 -1.721 -0.6119
N 0.796 0.579 1.325 -0.4689
C 2.027 0.297 0.699 0.7139
O 2.813 -0.461 1.219 -0.5635
H -2.024 -0.807 0.226 0.1930
H -0.822 0.531 -0.375 0.2099
H -0.986 1.503 1.347 0.1432
H 0.616 -1.141 2.531 0.2141
H -0.335 0.281 3.059 0.2076
H 1.432 0.223 3.296 0.2183
H 1.503 0.776 -1.323 0.2453
H 2.268 2.084 -0.445 0.2480
H 3.254 0.693 -0.981 0.2332
H -1.027 -2.430 -1.406 0.2123
H 0.225 -1.748 -0.367 0.2086
H 0.031 -1.163 -2.022 0.2029
H -1.909 0.452 -2.569 0.2044
H -3.116 0.797 -1.324 0.2118
H -3.066 -0.790 -2.093 0.2051



Stability check: which of them is least stable? 2.



--- 1 ---
23
Properties=species:S:1:pos:R:3:nbo_charge:R:1 method="wB97M-V/def2-TZVPD" charge=0 orbital_gap_ev=7.35
C -1.545 0.877 -0.748 -0.4248
C -1.449 -1.332 0.169 -0.4163
N -0.943 0.040 0.309 -0.0971
N -1.127 0.432 1.579 -0.8343
H 0.690 -0.416 1.949 0.2946
H -1.070 1.450 1.636 0.2972
H -1.240 0.509 -1.726 0.2054
H -1.240 1.911 -0.615 0.2066
H -2.631 0.850 -0.649 0.2133
H -2.538 -1.316 0.176 0.2095
H -1.113 -1.766 -0.768 0.2134
H -1.106 -1.905 1.023 0.2252
C 1.335 1.353 -0.283 -0.6650
C 0.843 -0.069 -0.114 0.3138
N 0.931 -0.846 -1.304 -0.8734
C 1.381 -0.704 1.134 -0.7083
H 1.248 -0.330 -2.116 0.3783
H 1.374 -1.746 -1.162 0.3831
H 0.983 1.965 0.548 0.2332
H 1.012 1.792 -1.228 0.2047
H 2.425 1.373 -0.277 0.2241
H 2.378 -0.334 1.390 0.2154
H 1.403 -1.788 1.077 0.2012



--- 2 ---
23
Properties=species:S:1:pos:R:3:nbo_charge:R:1 method="wB97M-V/def2-TZVPD" charge=0 orbital_gap_ev=3.68
C 0.554 -0.363 -0.470 -0.3304
N 1.757 -0.725 0.179 -0.2419
C 2.246 -1.982 -0.289 -0.4682
N -2.625 -1.232 -0.898 -0.9890
C -0.523 0.232 0.476 -0.0563
C -1.524 1.051 -0.314 -0.5646
N 0.125 0.949 1.619 -0.6058
C 0.827 2.188 1.163 -0.4400
H 0.721 0.434 -1.277 0.2482
H 0.097 -1.156 -1.078 0.2134
H 1.378 -2.657 -0.375 0.2093
H 3.048 -2.405 0.295 0.2129
H 2.630 -1.790 -1.321 0.2238
H -2.889 -1.472 -1.850 0.3495
H -3.297 -1.518 -0.199 0.3498
H -1.046 -0.657 0.837 0.2105
H -2.204 0.081 -0.754 0.3010
H -2.026 1.644 0.455 0.2245
H -1.271 1.708 -1.155 0.2056
H 0.861 0.251 1.770 0.3695
H 0.512 3.061 1.734 0.1981
H 0.763 2.331 0.083 0.1825
H 1.884 2.028 1.369 0.1975



--- 3 ---
23
Properties=species:S:1:pos:R:3:nbo_charge:R:1 method="wB97M-V/def2-TZVPD" charge=0 smiles=C[C@H](N)C[C@H](N)CN orbital_gap_ev=9.76
C -2.666 -1.025 -0.213 -0.6215
C -1.511 -0.028 -0.153 -0.0406
N -1.146 0.404 -1.499 -0.8508
C -0.248 -0.675 0.608 -0.4231
C 0.971 0.213 0.800 -0.0633
N 0.749 1.652 0.852 -0.8469
C 2.072 -0.157 -0.333 -0.2186
N 3.351 0.497 -0.040 -0.8307
H -2.965 -1.331 0.796 0.2077
H -2.388 -1.931 -0.766 0.2002
H -3.548 -0.591 -0.700 0.2052
H -1.849 0.850 0.408 0.1814
H -0.901 -0.404 -2.070 0.3521
H -1.953 0.825 -1.962 0.3570
H -0.603 -0.975 1.601 0.2047
H -0.013 -1.609 0.085 0.2003
H 1.426 -0.068 1.758 0.1774
H 0.066 1.885 1.569 0.3561
H 0.344 1.942 -0.045 0.3699
H 1.722 0.207 -1.303 0.1920
H 2.234 -1.235 -0.430 0.1865
H 3.122 1.461 0.223 0.3645
H 3.734 0.092 0.813 0.3403



Stability check: which of them is least stable? 2.



--- 1 ---
23
Properties=species:S:1:pos:R:3:nbo_charge:R:1 method="wB97M-V/def2-TZVPD" charge=0 smiles="C/C=N/C.CN(C)N" orbital_gap_ev=7.98
C 1.511 1.293 0.934 -0.6552
C 0.707 0.014 0.837 0.1902
N 1.206 -0.936 0.015 -0.6653
C 1.115 -2.317 0.403 -0.4196
H 2.483 1.071 1.371 0.2380
H 1.674 1.713 -0.058 0.2113
H 1.033 2.030 1.584 0.1979
H 0.393 -0.317 1.839 0.1583
H 0.171 -2.587 0.905 0.1389
H 1.909 -2.618 1.102 0.1785
H 1.163 -2.940 -0.501 0.1844
C -1.502 1.649 0.128 -0.4254
N -0.927 0.366 -0.246 -0.2206
C -0.159 0.143 -1.844 -0.3912
N -1.869 -0.678 0.043 -0.6525
H -1.477 1.753 1.218 0.2156
H -2.543 1.690 -0.196 0.1865
H -0.926 2.469 -0.293 0.2110
H -0.863 0.804 -2.355 0.1748
H 0.840 0.564 -1.907 0.2278
H -0.114 -0.859 -2.260 0.2206
H -1.331 -1.544 0.037 0.3649
H -2.495 -0.763 -0.756 0.3310



--- 2 ---
23
Properties=species:S:1:pos:R:3:nbo_charge:R:1 method="wB97M-V/def2-TZVPD" charge=0 smiles=CC(C)[C@H](N)C(N)N orbital_gap_ev=9.32
C -1.445 0.005 1.421 -0.6245
C -0.374 0.767 0.667 -0.1962
C -1.060 2.310 0.159 -0.6251
C 0.125 0.148 -0.575 -0.0530
N -0.868 -0.385 -1.446 -0.8620
C 1.113 -1.170 0.070 0.1187
N 1.334 -2.220 -0.904 -0.8555
N 2.345 -0.557 0.495 -0.8498
H -1.953 0.670 2.116 0.2115
H -2.186 -0.414 0.743 0.2115
H -1.005 -0.808 1.995 0.2082
H 0.458 1.045 1.311 0.2318
H -1.250 2.880 1.065 0.2039
H -2.002 2.135 -0.360 0.1883
H -0.374 2.861 -0.483 0.2013
H 0.833 0.811 -1.097 0.1643
H -0.505 -0.566 -2.374 0.3643
H -1.711 0.169 -1.513 0.3690
H 0.669 -1.659 0.940 0.1724
H 0.516 -2.810 -0.993 0.3673
H 1.550 -1.824 -1.816 0.3414
H 2.974 -1.256 0.879 0.3653
H 2.814 -0.133 -0.300 0.3470



Stability check: which of them is least stable? 1.